Entry 1:
The following is a DFT calculation (ωB97M-V/def2-TZVPD) of C16H25Cl3OPt as an isolated structure.

Geometry as XYZ:
```
46
C16H25Cl3OPt | OMol25 | ωB97M-V/def2-TZVPD
C -0.813 -2.108 -0.339
C -0.666 -1.604 -1.677
C -1.588 -0.549 -1.859
C 0.192 -2.171 -2.744
C -2.300 -0.364 -0.652
C -1.831 -1.333 0.299
C -2.403 -1.575 1.648
C -0.124 -3.293 0.231
C -1.808 0.203 -3.116
C -3.431 0.576 -0.470
Pt 0.000 0.000 0.000
Cl 3.540 0.132 -3.812
Cl 2.144 -0.808 -0.679
Cl 0.444 1.811 -1.460
H 0.966 -2.813 -2.343
H 0.679 -1.391 -3.322
H -0.426 -2.761 -3.425
H -0.885 0.335 -3.670
H -2.224 1.187 -2.926
H -2.509 -0.343 -3.751
H -3.221 1.546 -0.911
H -3.660 0.734 0.577
H -4.318 0.168 -0.958
H -2.732 -0.650 2.112
H -1.677 -2.039 2.308
H -3.263 -2.243 1.575
H 0.900 -3.362 -0.122
H -0.650 -4.205 -0.055
H -0.089 -3.248 1.315
O 0.738 -0.424 1.727
H 0.279 0.064 2.429
C 2.468 3.184 3.771
C 2.992 2.971 2.343
C 3.046 4.315 1.599
C 4.391 2.339 2.386
C 2.049 2.035 1.605
C 1.240 1.232 0.971
H 3.139 3.866 4.337
H 2.413 2.216 4.315
H 1.450 3.631 3.752
H 3.730 5.021 2.117
H 3.413 4.171 0.559
H 2.036 4.776 1.551
H 4.361 1.360 2.913
H 4.775 2.169 1.357
H 5.104 3.003 2.922
```

* molecular weight: 534.81 g mol⁻¹
* multiplicity: 5
* HOMO energy (alpha / beta): 0.295 / -0.442 eV
* charge: -2
* Kohn-Sham gap (alpha / beta): 4.1 / 4.7 eV

Results of the Mulliken charge analysis, in e, for atoms 1 through 5:
1. C 0.65
2. C 0.80
3. C -0.03
4. C -1.59
5. C 0.88



Entry 2:
The following is a DFT calculation (ωB97M-V/def2-TZVPD) of an isolated ion of composition CO5S2 and charge -2.

Geometry as XYZ:
```
8
CO5S2 | OMol25 | ωB97M-V/def2-TZVPD
C -1.345 0.982 0.560
O -1.663 -0.199 0.525
O 1.540 -2.313 -1.181
O -1.821 1.927 1.192
O -0.255 1.424 -0.249
O 2.107 -0.896 0.721
S 0.429 0.449 -1.418
S 1.008 -1.374 -0.150
```

* relative energy (zero: lowest compared OMol25 entry of this formula, charge and spin): 19.4 kcal/mol
* molecular weight: 156.14 g mol⁻¹
* HOMO energy: 0.174 eV
* charge: -2
* Kohn-Sham gap: 6.1 eV

Results of the Mulliken charge analysis, in e, for atoms 1 through 5:
1. C 0.69
2. O -0.67
3. O -0.64
4. O -0.75
5. O -0.31